{
  "formula": "C36H36F11N4O6PS3W",
  "method": "ωB97M-V/def2-TZVPD",
  "species": ["W", "F", "C", "C", "F", "C", "F", "C", "S", "C", "F", "C", "F", "F", "C", "F", "F", "S", "O", "O", "N", "S", "O", "O", "C", "F", "F", "F", "C", "C", "C", "P", "C", "C", "C", "C", "C", "C", "C", "C", "C", "C", "N", "C", "C", "C", "C", "C", "C", "C", "C", "C", "H", "H", "H", "H", "H", "H", "H", "H", "H", "H", "H", "H", "H", "H", "H", "H", "H", "H", "H", "H", "H", "H", "H", "H", "H", "H", "H", "H", "H", "H", "H", "O", "C", "N", "O", "N", "C", "C", "C", "C", "C", "H", "H", "H", "H", "H"],
  "xyz": [[-0.20, 0.55, 0.51], [-0.29, 2.24, -6.89], [-0.17, 2.30, -5.56], [-1.18, 1.83, -4.74], [-2.29, 1.33, -5.30], [-1.05, 1.90, -3.37], [-2.07, 1.46, -2.63], [0.08, 2.41, -2.75], [0.26, 2.57, -1.01], [1.08, 2.87, -3.61], [2.22, 3.38, -3.10], [0.97, 2.82, -4.98], [1.96, 3.27, -5.76], [-2.25, 4.37, 1.92], [-3.24, 4.33, 2.81], [-2.74, 4.68, 4.01], [-4.15, 5.24, 2.46], [-4.02, 2.66, 2.96], [-3.03, 1.83, 3.61], [-5.23, 2.95, 3.66], [-4.27, 2.31, 1.45], [-3.67, 0.93, 0.84], [-4.73, -3.22, -0.10], [-2.35, 1.08, 0.15], [-4.78, 1.06, -0.64], [-4.73, 2.25, -1.23], [-6.05, 0.81, -0.28], [-4.42, 0.14, -1.54], [2.53, -1.44, 3.11], [3.00, -0.24, 2.29], [4.53, -0.23, 2.26], [2.09, -0.14, 0.64], [3.40, 0.48, -0.53], [3.78, 1.94, -0.30], [3.01, 0.24, -1.98], [1.97, -1.87, 0.08], [3.02, -2.79, 0.06], [2.85, -4.09, -0.38], [3.98, -5.08, -0.38], [1.57, -4.45, -0.82], [0.53, -3.55, -0.83], [0.71, -2.22, -0.40], [-0.34, -1.27, -0.40], [-1.54, -1.75, -1.03], [-1.64, -1.71, -2.42], [-0.48, -1.26, -3.27], [-2.81, -2.15, -3.01], [-3.87, -2.65, -2.27], [-5.16, -3.07, -2.92], [-3.72, -2.72, -0.89], [-2.56, -2.31, -0.25], [-2.39, -2.56, 1.22], [2.80, -1.30, 4.16], [3.03, -2.35, 2.76], [1.46, -1.60, 3.05], [2.66, 0.67, 2.80], [4.93, -1.11, 1.77], [4.89, -0.25, 3.29], [4.95, 0.65, 1.78], [4.27, -0.15, -0.31], [2.98, 2.59, -0.65], [4.68, 2.19, -0.87], [3.97, 2.17, 0.75], [2.09, 0.78, -2.22], [2.85, -0.82, -2.19], [3.80, 0.61, -2.64], [4.00, -2.48, 0.41], [4.91, -4.61, -0.05], [4.16, -5.48, -1.38], [3.78, -5.92, 0.28], [1.40, -5.46, -1.16], [-0.44, -3.87, -1.18], [0.10, -0.48, -2.78], [-0.84, -0.89, -4.23], [0.20, -2.09, -3.47], [-2.91, -2.10, -4.09], [-5.11, -2.93, -4.00], [-6.01, -2.47, -2.57], [-5.40, -4.12, -2.74], [-5.50, -3.41, -0.65], [-2.98, -3.42, 1.53], [-2.72, -1.71, 1.82], [-1.34, -2.73, 1.47], [-0.96, -0.38, 4.69], [-0.70, -0.31, 3.53], [-0.39, -0.30, 2.38], [-0.45, 2.34, 1.71], [0.42, 2.73, 2.61], [1.62, 3.20, 2.22], [2.53, 3.63, 3.17], [2.20, 3.57, 4.51], [0.96, 3.08, 4.88], [0.07, 2.67, 3.91], [1.78, 3.21, 1.15], [3.48, 4.02, 2.83], [2.91, 3.90, 5.27], [0.66, 3.01, 5.91], [-0.93, 2.29, 4.08]],
  "gap_ev": [6.141, 5.838],
  "multiplicity": 2,
  "charge": -1,
  "s2": 0.766,
  "de_lowest_kj_mol": 0.00
}



{
  "formula": "C37H96CuN4O14",
  "method": "ωB97M-V/def2-TZVPD",
  "species": ["Cu", "C", "C", "O", "H", "H", "H", "H", "H", "C", "C", "C", "O", "H", "H", "H", "H", "H", "H", "H", "C", "O", "C", "C", "N", "C", "C", "O", "C", "H", "H", "H", "H", "H", "H", "H", "H", "H", "H", "H", "H", "H", "H", "H", "C", "O", "C", "C", "N", "C", "C", "O", "C", "H", "H", "H", "H", "H", "H", "H", "H", "H", "H", "H", "H", "H", "H", "H", "C", "O", "C", "C", "N", "C", "C", "O", "C", "H", "H", "H", "H", "H", "H", "H", "H", "H", "H", "H", "H", "H", "H", "H", "C", "O", "C", "C", "N", "C", "C", "O", "C", "H", "H", "H", "H", "H", "H", "H", "H", "H", "H", "H", "H", "H", "H", "H", "C", "C", "O", "H", "H", "H", "H", "H", "H", "C", "C", "O", "H", "H", "H", "H", "H", "H", "C", "C", "O", "H", "H", "H", "H", "H", "H", "C", "C", "O", "H", "H", "H", "H", "H", "H"],
  "xyz": [[5.43, 2.55, -0.42], [3.78, 5.24, -0.72], [4.98, 5.61, 0.11], [5.77, 4.54, 0.53], [3.44, 6.17, -1.21], [2.88, 4.91, -0.21], [4.01, 4.63, -1.59], [4.74, 6.22, 0.99], [5.61, 6.30, -0.48], [2.03, 0.01, -0.41], [2.08, 1.53, -0.50], [1.45, 2.23, 0.69], [3.34, 2.06, -0.70], [2.50, -0.43, -1.29], [0.99, -0.34, -0.40], [2.59, -0.32, 0.47], [1.46, 1.80, -1.38], [0.36, 2.11, 0.68], [1.60, 3.31, 0.70], [1.90, 1.87, 1.62], [-3.84, -6.42, 3.26], [-2.56, -6.27, 2.70], [-2.38, -7.07, 1.54], [-0.91, -7.15, 1.14], [-0.43, -5.94, 0.48], [-0.21, -4.85, 1.45], [0.72, -3.83, 0.80], [1.92, -4.46, 0.35], [2.77, -3.52, -0.26], [-4.64, -6.11, 2.57], [-3.89, -5.83, 4.18], [-3.96, -7.44, 3.64], [-3.01, -6.71, 0.72], [-2.69, -8.09, 1.81], [-0.79, -7.94, 0.39], [-0.36, -7.45, 2.04], [0.50, -6.12, 0.11], [0.27, -5.24, 2.35], [-1.15, -4.35, 1.68], [0.99, -3.02, 1.50], [0.29, -3.26, -0.03], [3.57, -4.13, -0.70], [3.15, -2.74, 0.39], [2.25, -3.04, -1.10], [5.55, 5.28, -4.77], [6.56, 4.32, -5.00], [7.56, 4.33, -4.01], [7.12, 4.07, -2.57], [6.13, 2.95, -2.48], [6.75, 1.71, -2.95], [5.97, 0.45, -2.58], [5.70, 0.48, -1.19], [5.52, -0.83, -0.70], [5.99, 6.27, -4.94], [5.15, 5.30, -3.75], [4.74, 5.20, -5.48], [8.14, 5.26, -4.03], [8.29, 3.57, -4.30], [6.67, 4.97, -2.16], [7.95, 3.79, -1.92], [5.43, 3.21, -3.18], [7.77, 1.65, -2.55], [6.82, 1.73, -4.05], [6.58, -0.37, -2.97], [5.01, 0.34, -3.09], [6.46, -1.37, -0.58], [4.89, -1.49, -1.32], [4.98, -0.79, 0.25], [-1.96, 0.44, 1.62], [-2.93, -0.58, 1.72], [-2.52, -1.68, 2.49], [-3.49, -2.84, 2.32], [-4.80, -2.47, 2.83], [-5.85, -3.46, 2.70], [-7.14, -2.84, 3.21], [-7.37, -1.61, 2.51], [-8.60, -1.07, 2.93], [-1.74, 0.91, 2.59], [-2.36, 1.21, 0.97], [-1.00, 0.11, 1.19], [-2.36, -1.52, 3.56], [-1.57, -2.08, 2.11], [-3.09, -3.73, 2.82], [-3.53, -3.09, 1.25], [-5.05, -1.61, 2.36], [-5.64, -4.34, 3.30], [-5.94, -3.90, 1.70], [-7.08, -2.57, 4.27], [-8.03, -3.47, 3.16], [-8.81, -0.12, 2.44], [-8.59, -0.86, 4.01], [-9.44, -1.75, 2.79], [-1.98, -0.46, -2.08], [-3.11, -1.25, -2.39], [-3.30, -2.36, -1.49], [-4.71, -2.88, -1.81], [-5.71, -1.80, -1.79], [-6.11, -1.39, -0.42], [-7.01, -0.17, -0.64], [-6.36, 0.90, -1.26], [-5.35, 1.50, -0.50], [-2.06, 0.24, -1.26], [-1.75, 0.10, -2.99], [-1.10, -1.09, -1.90], [-3.17, -1.95, -0.49], [-2.52, -3.08, -1.77], [-5.04, -3.64, -1.10], [-4.73, -3.29, -2.82], [-5.23, -1.04, -2.26], [-5.27, -1.15, 0.23], [-6.71, -2.19, -0.01], [-7.48, 0.17, 0.30], [-7.89, -0.52, -1.18], [-4.58, 0.79, -0.18], [-5.75, 1.98, 0.40], [-4.84, 2.27, -1.08], [3.68, 2.22, -5.72], [2.91, 2.05, -4.42], [3.36, 2.97, -3.43], [3.51, 3.22, -6.11], [3.31, 1.51, -6.46], [4.73, 2.03, -5.49], [3.04, 1.05, -3.97], [1.85, 2.22, -4.58], [3.17, 2.60, -2.53], [0.98, -2.34, 4.40], [1.00, -0.89, 3.88], [1.90, -0.11, 4.66], [0.68, -2.39, 5.44], [1.99, -2.73, 4.32], [0.24, -2.89, 3.80], [0.02, -0.42, 4.00], [1.28, -0.84, 2.83], [1.56, 0.08, 5.54], [0.37, 3.08, 4.01], [0.42, 4.59, 3.80], [0.89, 5.21, 4.99], [0.07, 2.47, 3.16], [-0.20, 2.74, 4.88], [1.37, 2.67, 4.19], [-0.59, 4.95, 3.57], [1.09, 4.81, 2.98], [0.52, 4.77, 5.75], [-0.54, 3.38, -3.27], [-1.32, 3.50, -1.97], [-2.71, 3.28, -2.11], [-0.70, 4.25, -3.91], [-0.90, 2.54, -3.86], [0.52, 3.24, -3.07], [-1.12, 4.46, -1.49], [-0.93, 2.72, -1.30], [-3.09, 4.17, -2.04]],
  "gap_ev": [8.412, 6.224],
  "multiplicity": 2,
  "charge": 0,
  "s2": 0.762,
  "de_lowest_kj_mol": 162.30
}



{
  "formula": "C20H25FN4O2S",
  "method": "ωB97M-V/def2-TZVPD",
  "species": ["C", "C", "C", "C", "C", "C", "N", "N", "C", "N", "C", "O", "C", "C", "C", "O", "N", "C", "C", "C", "C", "C", "C", "F", "C", "C", "C", "S", "H", "H", "H", "H", "H", "H", "H", "H", "H", "H", "H", "H", "H", "H", "H", "H", "H", "H", "H", "H", "H", "H", "H", "H", "H"],
  "xyz": [[-1.40, 4.79, 0.95], [-0.32, 5.00, -0.11], [0.64, 3.80, -0.31], [1.90, 3.84, 0.56], [1.68, 3.94, 2.06], [-0.09, 2.51, -0.16], [0.00, 1.68, 0.80], [-0.74, 0.59, 0.69], [-1.43, 0.55, -0.40], [-2.24, -0.47, -0.83], [-2.54, -1.69, -0.27], [-3.22, -2.45, -0.90], [-2.00, -1.97, 1.12], [-2.55, -3.30, 1.64], [-1.51, -4.33, 1.22], [-1.62, -5.53, 1.21], [-0.39, -3.65, 0.88], [0.83, -4.29, 0.44], [1.05, -4.15, -1.08], [1.29, -2.73, -1.51], [0.38, -2.08, -2.34], [0.58, -0.76, -2.71], [1.69, -0.09, -2.22], [1.87, 1.21, -2.55], [2.61, -0.71, -1.41], [2.41, -2.04, -1.07], [-0.48, -2.23, 1.08], [-1.21, 1.97, -1.42], [-0.97, 4.47, 1.89], [-2.11, 4.03, 0.63], [-1.94, 5.71, 1.10], [-0.81, 5.21, -1.06], [0.29, 5.86, 0.15], [0.98, 3.83, -1.35], [2.48, 2.94, 0.34], [2.50, 4.70, 0.23], [1.21, 4.88, 2.33], [2.64, 3.88, 2.57], [1.06, 3.11, 2.40], [-2.65, -0.34, -1.74], [-2.23, -1.12, 1.76], [-2.64, -3.31, 2.72], [-3.52, -3.55, 1.20], [1.67, -3.86, 0.99], [0.73, -5.35, 0.69], [0.18, -4.56, -1.60], [1.92, -4.76, -1.34], [-0.49, -2.61, -2.70], [-0.11, -0.25, -3.36], [3.47, -0.16, -1.05], [3.14, -2.54, -0.44], [0.02, -1.69, 0.27], [-0.02, -1.93, 2.03]],
  "gap_ev": 9.235,
  "charge": 0,
  "de_lowest_kj_mol": 48.41
}



{
  "formula": "CH4ClNP2",
  "method": "ωB97M-V/def2-TZVPD",
  "species": ["C", "N", "P", "P", "Cl", "H", "H", "H", "H"],
  "xyz": [[1.87, -0.80, 0.02], [-0.04, 1.23, -0.27], [0.06, -0.22, 0.14], [-3.23, 1.05, 0.54], [-3.03, -0.51, -0.57], [2.15, -0.47, 0.94], [2.05, -1.84, -0.14], [2.28, -0.10, -0.84], [-2.12, 1.66, 0.20]],
  "gap_ev": [8.014, 6.669],
  "charge": 0,
  "de_lowest_kj_mol": 368.87
}



{
  "formula": "C29H26N",
  "method": "ωB97M-V/def2-TZVPD",
  "species": ["C", "C", "C", "C", "C", "C", "C", "C", "N", "C", "C", "C", "C", "C", "C", "C", "C", "C", "C", "C", "C", "C", "C", "C", "C", "C", "C", "C", "C", "C", "H", "H", "H", "H", "H", "H", "H", "H", "H", "H", "H", "H", "H", "H", "H", "H", "H", "H", "H", "H", "H", "H", "H", "H", "H", "H"],
  "xyz": [[-2.68, 0.79, 3.53], [-3.24, 0.15, 2.43], [-2.79, 0.44, 1.15], [-1.77, 1.36, 1.01], [-1.28, 1.58, -0.38], [-1.42, 3.07, -0.78], [-0.08, 3.50, -1.37], [0.94, 2.38, -1.15], [0.23, 1.21, -0.41], [0.61, -0.29, -0.55], [2.03, -0.37, -1.14], [2.15, -0.08, -2.52], [3.39, 0.15, -3.13], [4.57, 0.00, -2.40], [4.47, -0.38, -1.06], [3.23, -0.64, -0.45], [0.46, -0.88, 0.87], [1.15, -0.45, 2.02], [0.74, -0.92, 3.28], [-0.29, -1.85, 3.41], [-0.90, -2.38, 2.28], [-0.48, -1.92, 1.00], [-0.94, -2.29, -0.33], [-1.83, -3.33, -0.69], [-1.88, -3.75, -2.02], [-1.02, -3.13, -2.93], [-0.23, -2.02, -2.57], [-0.31, -1.43, -1.30], [-1.21, 2.07, 2.09], [-1.67, 1.75, 3.37], [-3.01, 0.51, 4.52], [-4.00, -0.62, 2.52], [-3.16, -0.02, 0.24], [-1.77, 0.97, -1.15], [-2.23, 3.16, -1.51], [-1.71, 3.73, 0.07], [-0.20, 3.66, -2.45], [0.19, 4.48, -0.94], [1.35, 2.03, -2.10], [1.74, 2.75, -0.50], [0.52, 1.45, 0.55], [1.25, 0.02, -3.12], [3.41, 0.54, -4.15], [5.53, 0.20, -2.86], [5.38, -0.38, -0.44], [3.21, -0.99, 0.58], [2.00, 0.21, 1.93], [1.21, -0.50, 4.17], [-0.62, -2.15, 4.40], [-1.76, -3.05, 2.35], [-2.53, -3.73, 0.05], [-2.57, -4.54, -2.33], [-1.02, -3.50, -3.96], [0.46, -1.68, -3.33], [-0.43, 2.84, 1.96], [-1.23, 2.24, 4.24]],
  "gap_ev": 8.150,
  "charge": 1,
  "de_lowest_kj_mol": 121.87
}